# CH2ClFP2

A cluster of 2 separate species, CH2ClFP2 in total at a distorted geometry (wB97M-V/def2-TZVPD, OMol25).

Geometry as XYZ:
```
7
Properties=species:S:1:pos:R:3:forces:R:3
C -0.29746 -0.45204 0.32153 -0.8 1.0 -3.0
F 2.29346 -0.58067 0.42188 -0.8 0.3 -1.5
P 0.22822 1.29239 0.20821 -2.4 1.6 -1.4
P 1.22132 -0.29729 -0.87481 -0.3 -1.0 2.0
Cl -1.95719 -1.06515 -0.00460 0.6 0.4 -0.6
H -0.15356 -0.90246 1.21764 1.5 -1.1 2.6
H -1.33479 2.00522 -1.28985 2.3 -1.2 1.9
```
Positions in Å, forces in eV/Å.

Its HOMO energy (alpha / beta) is -9.71 / -9.71 eV. For the orbital gap (alpha / beta), the calculation gives 8.1 / 8.1 eV. Its total energy is -1281.9504 a.u. As for the total charge: 0. For the max |F|, the calculation gives 3.28 eV Å⁻¹. The energy above the lowest of the compared OMol25 structures with the same formula, charge and spin comes out at 282.2 kJ/mol.

# CH2ClN2O2

A cluster of 2 separate species, CH2ClN2O2 in total at a distorted geometry (wB97M-V/def2-TZVPD, OMol25).

Geometry as XYZ:
```
8
Properties=species:S:1:pos:R:3:forces:R:3
C -0.37675 1.35827 0.44893 -1.3 1.5 -0.6
N -0.63121 -1.06617 -1.46161 -0.1 2.0 0.2
N 0.46705 -1.66752 -1.08342 -0.5 -0.3 -1.3
O 0.47523 -2.89252 -1.34320 0.5 -0.2 0.7
O 1.48334 -1.11151 -0.57821 -0.5 -0.2 -0.1
Cl 1.21419 1.50508 0.09430 0.8 0.3 0.4
H -0.63061 0.40306 0.85182 0.6 -1.2 0.5
H -0.55016 0.00425 -1.41027 0.5 -1.9 0.3
```
Positions in Å, forces in eV/Å.

Its HOMO energy (alpha / beta) is -4.22 / -4.22 eV. For the orbital gap (alpha / beta), the calculation gives 7.1 / 7.1 eV. Its total energy is -759.2809 a.u. As for the total charge: -1. For the max |F|, the calculation gives 2.10 eV Å⁻¹. The energy above the lowest of the compared OMol25 structures with the same formula, charge and spin comes out at 466.9 kJ/mol.

# CH2ClN3S

A cluster of 2 separate species, CH2ClN3S in total at a distorted geometry (wB97M-V/def2-TZVPD, OMol25).

Geometry as XYZ:
```
8
Properties=species:S:1:pos:R:3:forces:R:3
H 0.79069 -2.29355 0.80546 1.0 0.3 -1.3
N -0.09171 -1.92840 0.45623 -2.2 -0.6 2.5
N -0.42130 -1.45070 -0.59944 0.6 0.2 -0.5
N 0.56105 -1.30601 -1.56708 -0.1 0.1 0.2
C 1.72277 -1.45219 -1.82832 -2.1 0.2 -0.2
S 2.99597 -1.54743 -2.65169 2.6 -0.3 -0.8
Cl -0.61743 2.04815 0.62936 -0.1 0.6 -0.2
H -0.78064 3.28519 0.25855 0.1 -0.7 0.2
```
Positions in Å, forces in eV/Å.

As for the SMILES: [H]/N=N\N=C=S.Cl. Its HOMO energy is -9.87 eV. For the orbital gap, the calculation gives 9.5 eV. Its total energy is -1061.8320 a.u. As for the total charge: 0. For the max |F|, the calculation gives 3.38 eV Å⁻¹. The energy above the lowest of the compared OMol25 structures with the same formula, charge and spin comes out at 59.6 kJ/mol.

Repeat the third record exactly.
# CH2ClN3S

A cluster of 2 separate species, CH2ClN3S in total at a distorted geometry (wB97M-V/def2-TZVPD, OMol25).

Geometry as XYZ:
```
8
Properties=species:S:1:pos:R:3:forces:R:3
H 0.79069 -2.29355 0.80546 1.0 0.3 -1.3
N -0.09171 -1.92840 0.45623 -2.2 -0.6 2.5
N -0.42130 -1.45070 -0.59944 0.6 0.2 -0.5
N 0.56105 -1.30601 -1.56708 -0.1 0.1 0.2
C 1.72277 -1.45219 -1.82832 -2.1 0.2 -0.2
S 2.99597 -1.54743 -2.65169 2.6 -0.3 -0.8
Cl -0.61743 2.04815 0.62936 -0.1 0.6 -0.2
H -0.78064 3.28519 0.25855 0.1 -0.7 0.2
```
Positions in Å, forces in eV/Å.

As for the SMILES: [H]/N=N\N=C=S.Cl. Its HOMO energy is -9.87 eV. For the orbital gap, the calculation gives 9.5 eV. Its total energy is -1061.8320 a.u. As for the total charge: 0. For the max |F|, the calculation gives 3.38 eV Å⁻¹. The energy above the lowest of the compared OMol25 structures with the same formula, charge and spin comes out at 59.6 kJ/mol.

> Which of these has the lowest total charge?

CH2ClN2O2

> Which value of max |F| does entry 1 give?

3.28 eV Å⁻¹